1.
51
Properties=species:S:1:pos:R:3:forces:R:3 method="wB97M-V/def2-TZVPD" charge=+1 multiplicity=3 orbital_gap_ev="7.53 / 7.43" molar_mass_g_mol=488.43 s2=2.018 energy_ha=-2720.80471
C -0.986809 3.329529 3.029251 0.0 0.0 0.0
N 4.965760 -1.806138 -3.246772 -0.1 0.1 0.0
C 2.261874 2.187332 -3.300267 0.0 0.0 0.0
H 0.804935 4.306423 2.328640 0.0 0.0 0.0
S -1.721371 0.243256 -2.600588 0.0 0.0 0.0
H -4.661764 -1.804575 -2.437468 0.0 0.0 0.0
V -0.488376 0.045894 -0.566408 0.2 -0.3 0.0
H 2.060086 -1.133560 -1.437320 0.0 0.0 0.0
C 1.283218 -1.675344 3.132702 0.0 0.0 0.0
N -3.385417 -0.677973 -0.656898 -0.1 0.0 0.0
H -3.613669 -1.382014 -3.756230 0.0 0.0 0.0
C 2.489367 -1.038837 3.372058 0.0 0.0 0.0
H -1.088039 3.933737 3.920931 0.0 0.0 0.0
H -2.764905 2.166797 3.393940 0.0 0.0 0.0
H -0.379126 -1.832112 1.762021 0.0 0.0 0.0
N 1.223579 0.737416 -1.716107 -0.1 -0.1 0.0
C -3.080346 -0.639622 -1.943954 0.0 0.0 0.0
C -1.043619 -2.834250 -1.190560 0.0 0.1 0.0
C 3.181422 0.026524 -2.868121 0.0 0.0 0.0
H 0.911657 -2.442622 3.797519 0.0 0.0 0.0
H -2.305225 -3.805458 1.547495 0.0 0.0 0.0
H 2.429346 0.983536 0.678733 0.0 0.0 0.0
C 0.164454 2.728502 1.036377 0.0 0.0 0.0
H -2.445115 -4.225010 -0.833686 0.0 0.0 0.0
N 0.958052 -0.384087 1.152459 -0.1 0.0 0.0
C 0.550503 -1.330705 2.010032 0.0 0.0 0.0
C 2.122292 0.229029 1.392684 0.0 0.0 0.0
H -3.208471 -2.626904 0.812856 0.0 0.0 0.0
C 0.066994 3.536389 2.154217 0.0 0.0 0.0
N -0.724746 1.777486 0.750549 0.0 0.1 0.0
C 2.152567 -0.192078 -1.963917 0.0 0.1 0.0
C 2.920644 -0.068864 2.479550 0.0 0.0 0.0
H 3.860990 0.446939 2.615460 0.0 0.0 0.0
N -3.890279 -1.267976 -2.797589 0.0 0.0 0.0
H 3.088576 -1.297921 4.235327 0.0 0.0 0.0
C 1.271193 1.899539 -2.383012 0.0 0.0 0.0
H 4.030955 1.423379 -4.261708 0.0 0.0 0.0
H 0.984397 2.845919 0.339639 0.0 0.0 0.0
C -1.768818 1.597365 1.587951 0.0 0.1 0.0
C 3.238469 1.238508 -3.548906 0.0 0.0 0.0
H 0.476232 2.605969 -2.178169 0.0 0.0 0.0
N -1.881953 -3.534634 -0.361837 0.0 0.0 0.1
N -2.284452 -3.041361 0.884663 0.0 0.0 0.0
C -2.771028 0.640890 1.121499 -0.1 0.0 0.0
O -0.419950 -1.804479 -0.615228 0.1 0.0 -0.1
C 4.169078 -0.996885 -3.077614 0.0 0.0 -0.1
O -0.867148 -3.174628 -2.336847 0.0 0.0 0.0
H 2.258212 3.136678 -3.815824 0.0 0.0 0.0
C -1.920281 2.346606 2.742541 0.0 0.0 0.0
N -2.472780 0.039624 0.035920 0.1 0.0 0.1
H -3.751144 0.564747 1.580010 0.0 0.0 0.0

---

2.
268
Properties=species:S:1:pos:R:3:forces:R:3 method="wB97M-V/def2-TZVPD" smiles=CC1(C)CCCC(C)(C)N1O.CC1(C)CCCC(C)(C)N1O.CC1(C)CCCC(C)(C)N1O.COC[C@H](C)N.COC[C@H](C)N.COCCNCCOC.COCCNCCOC.COCCNCCOC.COCCNCCOC.COCCNCCOC.COCCNCCOC orbital_gap_ev=8.36 molar_mass_g_mol=1449.19 energy_ha=-4687.33572
O 5.990500 -2.146036 1.566311 -0.6 1.1 0.7
C 6.817430 -2.505316 2.632621 1.4 -0.6 -0.2
H 1.351700 5.375284 -4.583649 -0.1 -0.1 0.1
H -1.848020 -2.418146 -3.061069 0.7 0.2 -0.2
C 3.735430 -1.432756 0.990421 1.7 0.8 0.9
C -1.292850 -0.739356 -1.784629 -1.0 0.5 -1.1
H 6.861600 -3.590506 2.724951 -0.4 -0.3 0.4
H 5.431070 -7.122106 4.726751 -0.5 -0.2 0.7
C 4.572700 -7.618586 2.397531 0.0 1.7 0.8
H -0.515200 8.660714 -4.019709 -0.8 -0.3 -0.6
C -3.968050 2.396644 -0.626309 0.6 -0.7 -0.5
H -1.075090 -3.492176 -0.956449 0.3 0.2 0.1
C -0.012600 -2.811896 7.506301 -1.9 -1.1 1.4
H -0.275990 -6.374226 -7.034369 0.7 0.0 -0.4
H 0.879060 -0.346236 -1.741219 -0.4 1.2 -0.5
C 3.182120 -1.345676 -7.130519 -0.2 0.0 0.6
H 2.217600 2.620614 -0.200989 0.3 0.5 -0.5
O -2.775830 7.139374 5.042631 0.0 1.0 -0.7
H -1.632440 1.501214 -0.312269 0.1 0.8 0.4
O 4.295210 2.938544 0.355531 -0.6 -1.2 1.1
H 2.644960 -5.632716 0.668471 -0.2 -0.6 -0.6
H 1.395400 -7.739136 -5.099769 -0.1 0.0 0.4
H -2.238350 1.001044 -7.553829 -0.4 0.0 -0.2
C -2.851120 7.057754 -3.675669 -0.1 -1.7 -0.5
H -0.536790 -2.292266 2.295131 -0.1 0.1 0.0
C -2.232590 6.104744 -4.818159 1.1 1.0 1.9
C 4.271150 0.276174 -5.665939 0.6 0.1 0.5
C 4.145730 -1.213456 -5.957159 -0.6 0.3 -0.2
H -6.481830 1.315014 -5.615479 0.4 -0.2 -0.2
H -0.008980 -0.971096 -5.707529 0.0 0.2 0.1
H 3.139410 -2.414436 -7.340339 -0.9 -0.1 -0.1
H 0.026180 -4.549056 2.729821 -0.1 0.8 0.0
H 1.177350 -5.043486 4.967811 0.3 -0.1 0.1
H -3.486530 -4.469856 -6.173159 -0.3 -0.4 0.2
H -2.719410 -3.921526 -1.134919 -0.3 0.2 -0.6
N -1.030090 6.400094 -2.206179 -0.6 -1.4 -1.2
H -0.665990 4.542614 0.418081 0.2 0.0 0.0
C -2.912390 8.458004 5.572671 0.3 -1.0 0.8
H 2.261250 1.228404 6.302361 0.1 0.0 0.3
H 1.076950 -5.846146 2.761351 0.5 -0.4 -0.4
H -5.228500 -5.396176 5.175881 0.5 -0.1 0.4
H 0.167530 -2.274956 0.669331 0.3 0.0 0.2
C -0.351170 -1.674386 1.416571 -0.2 0.5 -0.9
H -5.161970 4.081314 -5.157479 0.3 -0.3 0.5
H 0.541900 -1.812026 -1.469989 -0.5 -1.1 -0.2
H -0.930140 7.162744 4.197971 0.4 0.0 -0.1
H 0.507890 -6.682796 -3.282589 -0.2 0.4 0.2
H 6.041290 -0.146946 4.812361 -0.1 -0.2 -0.3
H 1.436960 -0.330786 6.019551 0.2 -0.3 0.3
H 3.858490 2.716784 -4.299699 0.7 -0.1 -0.2
H 2.874720 -6.582506 4.664841 0.0 -0.7 0.0
H 0.251420 -0.812846 1.704211 0.2 -0.1 0.0
H 1.724400 -7.894976 -7.798729 0.5 -0.1 0.2
H -0.534840 -2.805746 9.622731 -0.3 -0.2 0.0
H -3.365260 8.280964 6.548211 -0.3 0.5 -0.1
H -1.652720 -3.871346 7.313271 -0.3 -0.3 0.6
C -4.362140 1.437334 -5.085769 -1.2 -0.5 -1.0
H -4.452610 1.386784 2.252771 0.2 0.2 0.1
O 6.227700 1.183594 3.167861 -0.3 -0.8 -0.5
C 4.388780 1.339134 4.734911 0.7 -1.3 -1.0
H -5.668830 -3.830866 5.822201 -0.3 0.3 -0.4
H -1.932320 8.894604 5.764901 0.2 0.1 -0.1
H 2.198240 -4.178226 -0.239539 0.0 0.1 0.0
H -3.945850 1.329464 -0.405549 -0.4 -0.2 -0.5
H 2.694260 -1.754526 1.013381 0.0 0.2 0.4
H 1.999060 1.562944 3.735471 -0.1 0.8 0.2
O -0.303250 -4.848676 8.972591 0.0 1.0 -0.4
O -0.301180 6.582554 -1.043239 0.4 0.5 0.4
H -2.909210 5.775604 -5.606799 -0.4 0.0 0.4
H 1.091780 -3.317786 9.129221 0.3 -0.2 0.9
H -4.533420 0.385954 -4.854789 0.8 -0.5 0.1
C 3.291650 2.553834 -5.216339 -0.3 -0.3 0.9
H 3.820520 -1.818486 -5.110829 -0.3 0.2 0.2
H -2.852580 4.871464 6.281731 -0.8 0.1 -0.1
H -3.771910 -2.095136 6.181471 -0.2 0.0 0.3
H -0.214140 -6.481426 10.341961 -0.3 0.1 -0.7
H 0.545210 -2.467586 -6.385029 0.2 0.2 -0.9
C 5.885330 0.884624 4.496711 -1.5 2.1 1.2
H 5.166020 -8.417956 2.841481 -0.1 -0.2 -0.2
C -0.128260 -6.707266 -4.167359 -0.3 0.5 -0.6
C 0.893330 -1.512176 -5.992459 0.0 0.1 1.0
H -3.355940 5.922834 2.803021 -0.1 0.4 -0.2
H 4.642190 0.681744 -6.607189 0.1 0.5 0.1
H -2.210210 4.299594 -3.654499 0.4 -0.2 0.5
H -3.410890 7.302534 -0.968819 -0.1 -0.3 -0.3
H -2.657780 -0.091776 -6.234459 0.2 -0.1 0.3
H 1.114200 -1.630576 -8.796829 0.2 0.1 0.2
H -3.548790 -2.185236 0.294561 -0.1 0.2 -0.1
H -1.151880 2.079334 6.718361 0.4 0.5 -0.2
H 3.508200 -7.708466 2.613981 -0.1 -0.4 0.2
O -2.774230 2.826924 -0.010849 0.7 0.3 0.5
C -4.965490 -4.338476 5.162091 0.9 0.1 0.5
H -0.452220 3.533034 -2.286059 -0.1 -0.1 0.2
H -2.872900 0.354614 -2.858589 -0.1 0.3 0.3
C -0.340550 5.487014 -3.180049 -0.6 -0.3 -1.4
N -1.419630 -2.892356 7.227631 -1.2 -0.4 -2.1
N 3.127010 -4.594906 4.198331 1.3 -0.5 0.9
C -1.726180 -2.623496 5.809861 0.0 0.6 1.2
H -0.223610 -4.582086 -4.371269 -0.1 0.4 -0.2
H 0.265980 1.826214 7.674141 0.3 -0.8 0.1
C -2.071080 -3.053376 -1.016229 -0.1 1.4 0.2
C 3.594220 -5.789696 4.869471 0.4 -0.7 0.1
H -0.539730 5.962714 2.132131 0.3 0.5 -0.2
H 3.812910 2.975374 -6.075819 -0.1 -0.2 0.0
C -1.866480 7.541414 -2.569209 -0.9 1.0 -1.3
H -1.897960 0.404084 2.237301 -0.2 0.3 -0.1
H 4.388810 -2.147026 2.979291 0.2 0.6 0.1
H -2.572930 -1.062676 2.834481 -0.1 -0.4 -0.3
H -1.379000 -1.600806 5.662641 -0.5 0.4 -0.4
C -1.140220 8.778474 -3.134499 1.9 0.3 1.2
C -0.054740 -5.405676 10.268121 0.0 0.9 -0.4
H 0.896490 -5.253656 0.308591 0.0 -0.2 -0.1
C -2.878010 3.806694 6.049981 1.7 0.1 -0.4
H 6.667140 -2.024356 3.599151 -0.8 0.0 0.0
H -5.859180 2.908164 5.609211 -0.9 -0.6 0.4
H 5.225510 1.791024 -1.231139 -0.7 -0.4 0.1
O -3.839390 1.593594 -6.418099 -1.4 -0.1 0.7
H -4.920780 2.804694 -0.288829 0.2 0.5 0.4
C 7.610110 1.123174 2.975561 0.7 0.6 -0.1
C 1.697830 -4.438896 4.225061 -0.5 1.3 -2.3
H 5.937120 3.280364 -0.785299 0.0 0.2 0.3
C -3.218220 -2.777786 5.536871 0.9 1.2 -0.4
H -3.286720 8.955184 -1.479389 0.3 0.0 -0.5
H 4.091870 -1.570696 -0.030369 0.1 -0.2 -0.3
H -0.863110 -7.717516 -6.214039 -0.4 -0.5 -0.3
C 4.969660 2.784114 -0.861799 -0.3 1.4 -0.2
O 0.957300 -9.477706 -6.679169 0.6 -0.2 0.6
C -5.907450 3.395484 -5.559959 0.2 0.2 -1.2
C -0.310350 1.399794 6.853101 -1.6 0.5 -1.7
H 1.619970 0.111744 -8.926059 0.6 -0.4 -0.3
H -0.327130 9.025364 -2.451839 0.1 0.0 0.6
H -1.398640 1.333254 -2.477069 0.0 0.1 -0.5
H -2.959630 1.459374 4.216861 0.5 0.8 -0.1
C 0.303390 4.286984 -2.506739 -0.6 0.0 1.2
C -3.791930 1.709114 4.874881 -0.2 2.6 -0.2
H -1.467810 -5.268666 -3.312669 -0.5 0.1 -0.1
H 0.130390 -0.224286 -8.299719 -0.4 -0.5 0.3
H -4.212900 3.884514 4.348061 0.3 -0.1 -0.4
H -7.308350 1.715864 -3.710979 0.0 -0.3 0.1
H -2.379940 -3.285256 0.979971 0.0 0.5 0.9
H 5.084880 -1.679776 -6.254869 0.3 0.4 0.0
C 1.133110 -0.651246 -8.318669 -0.1 1.7 0.9
H 2.692660 2.571474 1.482181 0.0 -0.2 0.0
H -2.120820 8.107744 3.310121 -0.2 -0.1 -0.3
H 6.488890 1.525154 5.139771 0.3 0.0 0.3
H -6.424570 2.969794 -3.366009 0.5 0.1 0.0
C -5.279280 1.598284 2.930991 1.2 0.5 0.4
H 1.271910 -10.976006 -8.150429 -0.6 0.4 -0.3
H 4.820740 0.373954 1.262841 0.4 -0.3 0.0
N 2.072740 0.754984 -6.434179 2.1 -1.6 0.2
H 1.028660 2.071754 -7.065779 -0.5 0.4 0.0
C 0.819070 6.120324 -3.992619 -0.5 0.7 -0.1
C 3.037680 0.736684 0.338941 -0.7 1.4 1.4
H 1.539900 6.604974 -3.334119 0.0 -0.1 0.2
N -5.135430 3.368144 6.142781 -2.2 -1.1 -0.3
O -3.631200 -4.100256 5.672801 -0.7 -1.1 -0.5
C -4.042590 3.270374 5.232321 2.4 -0.2 0.4
H -1.896990 1.558074 -5.958949 0.5 -0.5 0.4
C -1.446500 4.533274 1.178881 0.2 -0.4 -0.3
H 1.395400 -1.845026 -5.084029 0.1 0.3 0.2
H 1.539860 1.059964 -3.661209 -0.1 0.0 0.1
H 7.898720 1.112584 1.924521 -0.5 -0.5 -0.2
H 2.407700 3.136714 -4.957539 -0.4 -0.1 -0.6
H 2.014020 0.463744 0.595301 -0.3 -0.1 -0.2
H 1.786280 -11.232666 -6.526789 0.4 -0.1 -0.1
H -3.600580 4.229604 1.091201 -0.1 0.6 0.3
H -5.534330 4.292374 6.225051 0.6 0.5 0.1
H -1.693490 9.717524 -3.121709 -0.5 -0.3 -0.5
H 0.471740 6.885134 -4.687259 0.0 0.0 0.0
H 1.522890 -0.026846 3.628811 0.3 -0.7 0.2
H -0.915480 0.495424 6.916671 0.8 -0.7 1.2
N 3.870780 0.039914 1.340921 -1.3 -1.0 -1.7
H -1.061370 3.825224 1.912671 -0.6 -0.7 0.1
C -2.605420 0.956514 -6.528469 0.7 0.6 -0.3
N -1.552560 -0.319496 -0.390079 -1.5 -1.1 -0.8
C -1.672850 -1.170106 0.775751 -0.6 -1.9 1.2
H -3.459100 -0.182146 1.541621 0.0 0.1 0.2
H 3.615690 -0.930016 -8.040109 0.2 0.4 0.1
C -1.783930 0.370894 -2.813979 0.0 -0.9 1.3
C 1.795260 -0.638626 -6.883999 0.5 -1.8 -1.4
H 8.068570 0.292574 3.512241 0.0 -0.2 -0.1
H -0.843850 -7.516246 -4.020479 -0.3 -0.3 -0.1
C -2.701560 8.048114 -1.328059 0.5 -1.0 0.1
H -3.165500 -1.712696 -2.354769 -0.3 0.3 0.6
H -3.556920 1.276354 5.847291 -0.6 -0.6 0.0
H -3.410330 -4.503846 -4.347699 -0.3 -0.1 0.0
H 7.855720 -2.257066 2.412561 0.0 0.3 -0.5
C -2.484280 -2.416986 0.329341 0.4 -0.7 -0.5
C -2.293780 5.933034 3.047591 -0.2 -0.4 -1.1
H 5.004660 0.461784 -4.881329 0.2 0.1 0.0
N 3.539840 0.267004 4.275831 -0.8 -1.3 0.2
H 0.546040 -3.411676 6.787781 0.6 0.2 0.0
H -3.404350 7.897184 -4.096849 0.2 0.1 -0.1
C -1.968540 7.183324 3.867221 -0.1 -1.2 0.4
H 0.379510 -1.282676 -3.150509 -0.4 0.1 0.1
H -3.481290 9.134184 4.934531 -0.2 -0.1 0.0
H -2.159320 4.977364 3.554251 0.3 0.2 0.9
H -2.374750 -3.464596 -5.349539 -0.1 0.6 0.3
O 5.034990 -6.343976 2.917891 -0.1 0.2 0.0
O -0.954340 0.861874 -0.081989 1.5 1.1 0.1
C -2.856360 -4.440246 -5.284279 -0.1 1.5 -0.5
H -2.763760 3.273184 6.993601 -0.4 -0.1 0.0
C 5.006280 -6.186476 4.363101 -0.4 -0.5 -0.9
H 1.076460 3.809184 -3.108539 -0.1 0.2 0.0
H 4.659820 -7.547226 1.313361 0.3 -0.2 0.1
O 0.356010 1.334844 5.594361 -1.1 1.1 0.6
H 5.735400 -5.424376 4.638251 -0.1 0.3 -0.4
H -5.026700 -4.061276 4.109711 -0.1 0.5 0.0
H -6.866670 3.860914 -5.333289 -0.2 -0.3 -0.1
H 4.156460 2.191564 4.096551 0.5 0.8 0.2
C 4.603940 -2.297046 1.921321 -0.2 -0.6 -1.0
C -2.130540 -1.956486 -2.114949 -0.7 -2.1 0.1
C 1.884290 -4.861076 0.549931 0.3 -0.2 0.2
N -1.487870 5.861384 1.799181 -0.2 0.4 0.2
H -3.835580 2.584024 -1.691889 -0.5 -0.2 -0.2
C 0.027500 -3.414276 8.914531 2.3 -0.9 -0.1
C 0.797020 -8.306926 -7.400779 -0.5 1.0 -0.8
C 0.079550 -7.279176 -6.541659 -1.0 -0.4 1.0
C -1.454470 4.913664 -4.144279 -0.5 2.2 -0.7
H -6.141480 1.132614 2.453641 -0.2 -0.7 1.0
O -1.870370 -5.379426 -5.411969 1.7 -1.8 1.4
H -3.330830 -2.372756 4.531201 -0.5 -0.3 -0.5
C -0.963060 -5.376826 -4.272679 1.1 -1.2 -0.7
H 0.990290 -5.228616 10.522441 0.1 0.1 0.3
C -2.479790 -0.464276 1.928211 0.9 0.1 -1.1
H 4.393430 -3.356956 1.778581 -0.4 -0.2 -0.3
H -5.503830 2.663324 2.872831 0.2 0.3 0.2
H -5.748480 3.461944 -6.636259 -0.1 -0.1 -0.1
H 8.079480 2.048754 3.308881 0.1 0.2 0.6
H -1.911650 3.704324 5.556261 0.1 -0.3 -0.4
C 0.127500 -1.039896 -2.118199 2.5 -0.5 1.4
C 1.726230 -10.467066 -7.300329 0.0 -1.2 0.6
C 2.132440 0.617894 4.261951 0.3 0.4 -0.4
H 0.710970 4.635154 -1.557659 0.4 -0.3 -0.1
C -5.819920 1.948214 -5.024699 0.7 2.8 -1.1
H 0.209880 -8.572906 -8.279769 -0.4 0.4 -0.3
H -3.670670 1.863524 -4.358899 -0.2 0.3 0.2
C 1.091060 -4.758476 2.831071 0.7 -0.9 -0.3
H 0.249390 -1.755166 7.559151 0.5 -0.1 -0.1
O 1.891830 -4.173296 1.760261 -1.2 0.7 2.1
H -1.460220 6.691134 -5.315859 -0.1 0.2 -0.3
H 1.463290 -3.387296 4.390061 0.0 0.2 0.5
O 0.923650 1.465574 -6.328819 -2.0 1.1 0.0
N -6.345770 2.021664 -3.705019 -0.7 -1.0 2.0
H 3.143070 0.449864 -0.707359 0.6 -0.2 -0.2
H 3.203560 0.919724 -3.104669 0.1 0.0 0.0
C 1.567870 0.688854 5.657211 0.6 -0.5 -0.5
H -3.590110 6.460044 -3.142069 -0.3 -0.2 0.0
H 4.337200 3.403614 -1.497659 0.4 -0.5 -1.3
H -0.873570 6.103004 -0.439909 0.3 0.4 0.7
H -2.052360 8.184374 -0.463149 0.2 0.3 -0.2
H 2.382230 -0.487666 -3.815569 0.1 0.1 0.0
C 2.987600 1.045214 -5.270849 0.3 -1.1 -1.0
N 0.774880 -6.963666 -5.283349 0.2 0.5 -0.8
C -2.734120 4.154924 0.434101 -0.5 0.4 1.0
H -1.104520 -3.177316 5.106351 0.0 -0.7 -0.1
H 2.730070 -10.202586 -7.632669 0.1 0.6 0.3
H 4.106640 1.534954 5.769391 0.7 0.3 0.0
C 2.502300 0.594184 -3.873019 -0.3 0.2 -0.7
H 3.588630 -5.665846 5.952401 0.2 0.1 0.2
H -2.851050 4.873994 -0.376679 -0.1 0.1 -0.3
H -1.019930 4.362394 -4.978169 0.3 -0.3 0.3
H -1.471150 0.091974 -3.820189 0.4 0.2 0.1
C 3.004700 2.289664 0.476541 1.2 -1.0 0.4
H 3.569230 -4.684166 3.294681 -0.8 0.6 -0.6
O -4.935360 1.185324 4.280181 -2.3 -1.1 -0.7
H -0.734920 -4.916026 10.965051 0.2 0.0 0.4
H 3.765290 0.065464 3.312161 0.2 0.0 -0.3

---

3.
11
Properties=species:S:1:pos:R:3:forces:R:3 method="wB97M-V/def2-TZVPD" multiplicity=3 orbital_gap_ev="7.52 / 8.09" molar_mass_g_mol=104.06 s2=2.015 energy_ha=-417.40013
H 2.146287 -0.702909 0.863498 -1.1 1.0 0.0
C 0.616387 0.327503 -0.654445 0.0 -1.5 -1.4
C 1.882401 -0.124172 -0.043773 1.8 -3.7 -2.6
O -1.923888 -0.883592 -0.611199 -0.7 -0.9 -1.2
H 2.605963 -0.453218 -0.863868 -0.5 1.1 1.1
H -1.422528 1.756590 0.612534 3.1 3.9 3.6
O -1.841113 1.174999 0.108285 -3.4 -3.2 -4.1
H -1.736940 -1.867259 -0.496116 0.4 2.4 0.4
C -1.233812 0.003183 0.129663 0.5 -2.5 0.7
O 1.406291 1.184505 -0.072378 0.6 3.5 1.2
O -0.499049 -0.415631 1.027800 -0.6 -0.1 2.4